No. 1
A cluster of 2 separate species, C21H25N2O2Si in total in a non-equilibrium geometry. Source: OMol25; level of theory: ωB97M-V/def2-TZVPD.

As for the charge: +1. As for the calculated total energy: -37127.4675 eV. For the LUMO energy, the calculation gives -0.217 Eh. Its HOMO-LUMO gap is 0.18323 Eh. The calculation puts the HOMO energy at -10.88 eV. The value obtained for the strongest force on any atom is 4.2 eV/A.

Positions of all 51 atoms, in Å:
C 0.99 -3.30 -5.63
C 1.72 -2.20 -4.85
C 0.83 -1.95 -3.67
C -0.28 -2.81 -3.77
O -0.28 -3.60 -4.88
C -1.27 -2.77 -2.77
C -1.01 -2.04 -1.62
C 0.06 -1.14 -1.50
C 0.19 -0.36 -0.12
C -1.18 0.21 0.40
C -1.22 0.59 1.75
C -2.39 1.05 2.32
C -3.59 0.98 1.59
O -4.70 1.15 2.35
C -4.22 1.37 3.76
C -2.68 1.40 3.74
C -3.56 0.70 0.22
C -2.33 0.41 -0.38
C 0.97 -1.08 -2.58
H 0.73 -2.98 -6.65
H 1.59 -4.23 -5.68
H 2.72 -2.51 -4.55
H 1.86 -1.31 -5.46
H -2.14 -3.40 -2.89
H -1.69 -2.14 -0.77
H 0.46 -1.16 0.61
H -0.35 0.55 2.40
H -4.65 2.31 4.12
H -4.57 0.52 4.37
H -2.22 0.71 4.46
H -2.29 2.40 4.01
H -4.48 0.66 -0.34
H -2.26 0.33 -1.46
H 1.86 -0.45 -2.63
C 1.21 2.96 2.21
Si 1.98 1.30 1.67
C 3.80 1.60 1.42
C 1.85 0.09 3.15
C 1.10 0.74 0.11
N 3.16 0.87 -1.58
N 4.16 0.37 -1.69
H 1.42 3.23 3.24
H 1.65 3.73 1.57
H 0.12 3.00 2.08
H 4.33 1.81 2.36
H 4.27 0.73 0.96
H 3.91 2.46 0.77
H 2.18 0.64 4.04
H 0.86 -0.34 3.37
H 2.55 -0.73 2.92
H 0.88 1.62 -0.51


No. 2
A cluster of 3 separate species, C2H2Br2I2 in total in a non-equilibrium geometry. Source: OMol25; level of theory: ωB97M-V/def2-TZVPD.

As for the charge: 0. As for the calculated total energy: -158389.8166 eV. For the LUMO energy (spin up / spin down), the calculation gives -0.114 / -0.133 Eh. The relative energy (zero: lowest compared OMol25 entry of this formula, charge and spin) is 2.1715 eV. Its HOMO-LUMO gap (spin up / spin down) is 0.23525 / 0.21386 Eh. The calculation puts the HOMO energy (spin up / spin down) at -9.49 / -9.45 eV. The value obtained for the strongest force on any atom is 3.5 eV/A.

Positions of all 8 atoms, in Å:
C 0.11 -0.17 -0.57
C -0.10 -0.03 0.72
Br 2.90 1.32 0.08
Br -0.23 -1.41 1.92
I 0.33 -1.95 -1.52
I -3.18 0.57 -0.58
H 0.25 0.79 -1.24
H -0.06 0.87 1.19


No. 3
The molecule C5H8N2. Source: OMol25; level of theory: ωB97M-V/def2-TZVPD.

As for the charge: 0. As for the calculated total energy: -8290.9811 eV. For the LUMO energy, the calculation gives -0.002 Eh. The relative energy (zero: lowest compared OMol25 entry of this formula, charge and spin) is 4.0152 eV. Its HOMO-LUMO gap is 0.28906 Eh. The calculation puts the HOMO energy at -7.93 eV. The value obtained for the strongest force on any atom is 0.5 eV/A.

Positions of all 15 atoms, in Å:
C -2.27 -0.41 0.14
N -0.91 -0.05 -0.25
C -0.20 -0.58 -1.35
C 1.07 -0.07 -1.41
C 2.00 0.24 0.89
C 1.06 0.80 -0.19
N -0.28 0.79 0.45
H -2.96 0.34 -0.25
H -2.32 -0.43 1.22
H -2.50 -1.39 -0.28
H -0.72 -1.32 -1.95
H 3.04 0.38 0.58
H 1.82 -0.83 1.01
H 1.83 0.73 1.85
H 1.31 1.85 -0.39


No. 4
A cluster of 2 separate species, C19H37BN3O2 in total in a non-equilibrium geometry. Source: OMol25; level of theory: ωB97M-V/def2-TZVPD.

As for the charge: +1. As for the calculated total energy: -29533.1144 eV. For the LUMO energy, the calculation gives -0.091 Eh. The relative energy (zero: lowest compared OMol25 entry of this formula, charge and spin) is 4.1782 eV. Its HOMO-LUMO gap is 0.35586 Eh. The calculation puts the HOMO energy at -12.16 eV. The value obtained for the strongest force on any atom is 12.0 eV/A.

Positions of all 62 atoms, in Å:
C -6.12 -3.67 -2.23
C -4.81 -3.61 -3.26
O -4.45 -5.00 -3.54
B -3.26 -5.44 -2.78
O -2.23 -6.21 -3.56
C -2.98 -5.22 -1.17
C -2.34 -6.66 -0.62
N -1.55 -7.57 -0.12
C -2.07 -3.91 -0.80
C -1.28 -3.46 -2.19
N -0.43 -2.83 -2.97
C -1.08 -4.09 0.50
C -0.71 -2.69 1.29
C -0.13 -1.50 0.33
C 0.53 -3.09 2.34
H -6.72 -2.66 -2.44
H -6.76 -4.62 -2.54
H -5.77 -3.75 -1.12
H -5.15 -3.14 -4.30
H -3.93 -2.93 -2.86
H -1.81 -5.48 -4.14
H -4.06 -5.06 -0.67
H -2.84 -3.04 -0.51
H -1.58 -4.80 1.32
H -0.12 -4.68 0.11
H -1.58 -2.28 1.97
H -1.00 -1.01 -0.30
H 0.35 -0.68 1.05
H 0.74 -1.93 -0.34
H 1.52 -2.61 1.89
H 0.38 -2.61 3.41
H 0.69 -4.26 2.37
C 4.83 5.31 2.34
C 3.41 5.72 2.68
C 2.31 4.67 2.48
N 2.04 4.21 1.02
C 0.62 3.58 1.02
C 0.27 2.94 -0.32
C 1.31 1.91 -0.76
C 2.71 2.50 -0.74
C 3.05 3.13 0.61
C 2.07 5.41 0.07
H 5.00 5.26 1.26
H 5.54 6.05 2.73
H 5.09 4.34 2.79
H 3.16 6.65 2.15
H 3.40 5.99 3.75
H 1.37 5.11 2.84
H 2.51 3.77 3.07
H 0.61 2.84 1.82
H -0.09 4.38 1.26
H -0.71 2.44 -0.23
H 0.15 3.70 -1.10
H 1.07 1.55 -1.76
H 1.27 1.05 -0.09
H 2.81 3.24 -1.54
H 3.43 1.71 -0.96
H 4.04 3.57 0.56
H 3.04 2.36 1.39
H 3.09 5.79 0.01
H 1.40 6.18 0.48
H 1.74 5.12 -0.92


No. 5
A cluster of 2 separate species, C3H12N in total in a non-equilibrium geometry. Source: OMol25; level of theory: ωB97M-V/def2-TZVPD.

As for the charge: +2. As for the calculated total energy: -4773.0762 eV. The expectation value of S² is 0.753. For the LUMO energy (spin up / spin down), the calculation gives -0.299 / -0.550 Eh. The relative energy (zero: lowest compared OMol25 entry of this formula, charge and spin) is 1.2843 eV. As for the multiplicity: 2. Its HOMO-LUMO gap (spin up / spin down) is 0.51579 / 0.26770 Eh. The calculation puts the HOMO energy (spin up / spin down) at -22.16 / -22.24 eV. The value obtained for the strongest force on any atom is 3.7 eV/A.

Positions of all 16 atoms, in Å:
N 2.22 0.12 -0.18
H 2.53 1.10 -0.16
H 2.52 -0.44 -0.98
H 1.22 0.20 0.07
H 2.69 -0.36 0.62
C -0.98 -1.35 0.08
C -0.99 0.03 -0.50
C -1.00 1.21 0.47
H -1.72 -1.78 0.73
H -0.92 -2.10 -0.71
H 0.06 -1.38 0.57
H -0.43 0.27 -1.37
H -2.06 -0.05 -0.88
H -1.29 2.08 -0.09
H -0.03 1.39 1.15
H -1.83 1.07 1.19


No. 6
A cluster of 2 separate species, C20H24F3N3O in total in a non-equilibrium geometry. Source: OMol25; level of theory: ωB97M-V/def2-TZVPD.

As for the charge: 0. As for the calculated total energy: -35795.2341 eV. For the LUMO energy, the calculation gives -0.116 Eh. The relative energy (zero: lowest compared OMol25 entry of this formula, charge and spin) is 0.9266 eV. Its HOMO-LUMO gap is 0.12089 Eh. The calculation puts the HOMO energy at -6.45 eV. The value obtained for the strongest force on any atom is 2.2 eV/A.

Positions of all 51 atoms, in Å:
C -0.35 4.67 -1.49
N 1.09 4.75 -1.41
C 1.90 3.73 -1.38
C 3.37 4.38 -1.45
F 3.52 5.14 -2.58
F 3.58 5.18 -0.36
F 4.33 3.42 -1.47
O 1.76 2.50 -1.32
H -0.68 5.72 -1.51
H -0.72 4.18 -2.41
H -0.81 4.18 -0.61
C -3.92 -2.12 -4.38
N -4.34 -1.76 -3.04
C -5.42 -2.61 -2.56
C -3.42 -1.19 -2.13
C -3.50 0.19 -1.79
C -2.57 0.76 -0.94
C -1.48 0.00 -0.39
C -0.60 0.64 0.52
C 0.37 0.06 1.38
C 1.20 0.93 2.15
C 2.21 0.45 2.96
C 2.49 -0.94 3.01
N 3.55 -1.43 3.80
C 3.29 -2.27 4.96
C 4.84 -1.73 3.20
C 1.66 -1.82 2.28
C 0.57 -1.35 1.57
C -1.35 -1.35 -0.85
C -2.36 -1.95 -1.58
H -3.11 -1.46 -4.71
H -3.58 -3.17 -4.44
H -4.77 -2.00 -5.06
H -5.72 -2.30 -1.55
H -6.28 -2.49 -3.24
H -5.14 -3.67 -2.55
H -4.30 0.79 -2.23
H -2.64 1.81 -0.66
H -0.69 1.72 0.58
H 1.01 2.00 2.08
H 2.81 1.13 3.57
H 2.32 -2.00 5.40
H 3.30 -3.34 4.71
H 4.08 -2.08 5.70
H 5.00 -1.09 2.32
H 5.63 -1.54 3.94
H 4.92 -2.79 2.89
H 1.89 -2.89 2.29
H -0.16 -2.06 1.18
H -0.44 -1.91 -0.65
H -2.34 -3.03 -1.77


No. 7
The molecule C3H8N2O in a non-equilibrium geometry. Source: OMol25; level of theory: ωB97M-V/def2-TZVPD.

As for the charge: 0. As for the calculated total energy: -8266.6278 eV. For the LUMO energy, the calculation gives 0.024 Eh. The relative energy (zero: lowest compared OMol25 entry of this formula, charge and spin) is 2.6982 eV. Its HOMO-LUMO gap is 0.31983 Eh. The calculation puts the HOMO energy at -8.05 eV. The value obtained for the strongest force on any atom is 2.5 eV/A. As for the structure (SMILES): C=C([O-])[NH2+]CN.

Positions of all 14 atoms, in Å:
C -0.09 1.59 1.69
C 0.57 0.46 1.54
O 1.35 -0.37 2.00
N 0.60 -0.04 -0.19
C -0.66 -0.62 -0.68
N -0.61 -1.25 -1.97
H -0.53 2.13 0.87
H -0.17 2.00 2.68
H 1.32 -0.78 0.16
H 0.95 0.70 -0.79
H -1.41 0.18 -0.70
H -0.98 -1.36 0.06
H 0.03 -2.03 -1.99
H -0.37 -0.60 -2.71


No. 8
A cluster of 2 separate species, CH3FOS in total in a non-equilibrium geometry. Source: OMol25; level of theory: ωB97M-V/def2-TZVPD.

As for the charge: 0. As for the calculated total energy: -16684.1640 eV. For the LUMO energy, the calculation gives -0.025 Eh. The relative energy (zero: lowest compared OMol25 entry of this formula, charge and spin) is 1.3233 eV. Its HOMO-LUMO gap is 0.34495 Eh. The calculation puts the HOMO energy at -10.06 eV. The value obtained for the strongest force on any atom is 3.8 eV/A.

Positions of all 7 atoms, in Å:
C -1.57 -0.83 -0.86
O 0.72 0.11 -0.04
F 2.48 1.65 2.20
S 0.07 -0.73 -1.08
H -2.00 -1.60 -1.40
H 2.42 1.55 1.32
H -2.12 -0.14 -0.15